# C2H5O

A cluster of 2 separate species, C2H5O in total in a non-equilibrium geometry (ωB97M-V with the def2-TZVPD basis set, the Open Molecules 2025 dataset).

Positions of all 8 atoms, in Å:
O1 2.05 1.63 0.05
H1 1.48 0.94 0.44
C1 -0.74 -0.43 0.56
C2 -0.32 -0.33 -0.71
H2 -1.25 -1.31 1.06
H3 -0.69 0.35 1.35
H4 -0.34 -1.26 -1.25
H5 -0.19 0.41 -1.50

Energy ... -154.349024 a.u.
Gap between HOMO and LUMO ... 6.2 eV
HOMO energy ... -0.069 Ha
Max |F| ... 0.03878 Eh/bohr
Charge ... -1
ΔE to the lowest compared entry with this formula, charge and spin ... 1.744 eV